# 1
Computed, not measured: a 4-piece molecular cluster, C13H26Br2O5 overall in a non-equilibrium geometry, with the ωB97M-V functional and the def2-TZVPD basis.

XYZ file:
```
46
Properties=species:S:1:pos:R:3:forces:R:3
O 0.614713 2.580442 -2.801725 -0.51 0.31 0.21
H -0.209216 1.630805 -4.573118 0.22 0.84 0.09
C 0.219972 -2.551482 0.044464 -0.05 -0.83 0.66
H 4.151580 -1.529046 -0.333804 -0.54 0.06 -0.12
H -4.972163 0.619389 1.317492 -0.09 -0.12 0.25
C 1.594399 4.777412 -2.659245 -0.55 -0.54 -0.20
H -1.293902 1.402518 -1.752124 -0.15 0.28 -0.05
O 2.252602 -4.102347 -0.942632 -0.39 0.03 0.02
H 0.319186 1.202227 1.767231 -0.39 -0.18 0.17
H -2.560392 0.942623 2.523467 -0.22 0.02 -0.07
C -2.479559 -0.094202 2.195348 1.14 -0.12 0.59
C -0.067375 1.514049 -3.500653 0.46 -1.02 0.01
H 4.160119 -2.806283 0.822076 0.13 -0.35 -0.11
H 0.360825 -0.765782 3.569515 -0.01 -0.10 -0.10
H -2.835379 -0.727267 3.009995 -0.47 0.05 -0.16
O -2.504076 -0.482536 -0.138918 0.13 0.05 -0.34
C 3.918051 -2.588961 -0.220167 0.33 0.48 -0.13
C -3.134935 -0.323332 0.873787 -0.96 -0.41 0.50
C 0.818613 1.210237 2.733091 0.65 -0.61 0.24
H -1.411662 -0.315396 2.131946 -0.06 0.10 -0.26
H -0.023945 -3.259015 -0.745601 -0.01 0.39 -0.32
H 1.742477 1.764566 2.579963 -0.17 0.35 0.30
O 1.597399 -2.148080 -0.045485 -0.02 0.68 0.17
H 0.682181 0.719085 -3.417115 -0.54 -0.34 0.14
H 0.112507 -2.580281 2.212057 0.25 -0.06 0.03
H 0.821307 -4.044023 1.463434 0.12 0.13 0.10
H -0.885273 -3.824411 1.531260 -0.20 0.23 -0.51
C 2.503337 -3.024286 -0.466937 0.42 -0.38 -0.13
C 1.208294 -0.187296 3.222687 0.21 0.61 -0.29
C 1.002890 3.649374 -3.481758 0.53 0.54 -0.74
H -1.587828 0.129515 -2.831040 -0.07 0.02 -0.37
H 4.540701 -3.128283 -0.928351 0.16 -0.22 0.33
H -5.079089 -0.428399 -0.066449 0.00 -0.39 0.06
H 2.659307 4.891505 -2.842687 0.05 -0.18 -0.07
H 1.401816 4.637246 -1.599559 -0.02 0.23 0.03
C -4.657899 -0.356170 0.934203 0.52 0.79 -0.55
H -0.335948 -1.620371 0.009136 -0.22 -0.15 -0.28
Br -0.300557 2.069335 4.073141 0.18 0.16 -0.34
H -2.242188 1.727584 -3.241411 0.05 0.16 0.00
H 1.091562 5.637895 -3.097861 0.11 0.30 0.48
H -4.998471 -1.129532 1.616590 -0.10 -0.07 -0.05
C 0.048221 -3.279099 1.378181 -0.03 -0.03 0.29
Br 2.450177 -0.074373 4.705931 0.04 0.01 0.27
C -1.389664 1.202665 -2.820832 0.53 -0.48 0.65
O 0.894235 3.759771 -4.677961 -0.11 -0.14 -0.15
H 1.803050 -0.697991 2.470441 -0.37 -0.14 -0.24
```
Positions in Å, forces in eV/Å.

Results
HOMO level = -10.14 eV
Kohn-Sham gap = 10.6 eV
structure (SMILES) = CCOC(C)=O.CCOC(C)=O.CC(C)=O.BrCCBr

Mulliken atomic charge list, values in e, 6 entries:
1. O -0.256
2. H 0.309
3. C 0.085
4. H 0.321
5. H 0.368
6. C -0.950



# 2
Computed, not measured: C13H26ClO6PS2Se2Sr as an isolated structure in a non-equilibrium geometry, with the ωB97M-V functional and the def2-TZVPD basis.

XYZ file:
```
52
Properties=species:S:1:pos:R:3:forces:R:3
H 1.109209 -4.151840 0.380892 -0.24 0.18 -0.10
C -4.348635 -1.281530 -0.964539 -0.88 0.45 0.39
H -0.061326 -2.536636 -1.940133 0.10 0.13 0.23
H 1.471521 -3.425351 -1.928956 -0.32 0.30 0.26
H 0.379856 -5.541024 -1.413359 -0.58 -0.13 0.30
H -5.285336 -1.174560 -1.546287 0.37 0.11 0.14
H -2.351252 -2.261363 -3.652036 0.15 -0.01 0.35
H 1.611582 5.281482 -1.205945 0.04 -0.14 -0.07
C 0.252879 -3.838389 -0.239123 -0.16 0.89 0.97
H 0.083830 0.632275 6.790998 0.44 -0.05 -0.07
O -2.365473 -2.775451 -0.969071 0.03 0.09 0.46
C -0.398535 -5.099573 -0.752785 0.23 -0.47 -0.34
Cl 1.664235 2.342361 6.654006 -0.05 -0.11 -0.57
H -0.632287 -5.799530 0.078407 0.12 0.45 -0.53
H 0.519985 2.904318 -2.414691 0.20 -0.38 0.05
Se 3.219956 0.410558 -0.319631 -0.49 -0.22 0.68
C 2.939301 2.159873 -1.204732 1.05 -0.21 0.65
O -0.305193 0.433149 4.256198 1.92 0.31 2.68
H -1.965010 -0.804835 -2.657073 -0.53 -0.48 -0.01
H 3.235482 4.951101 -3.082934 0.07 0.18 0.08
O -0.598364 -3.131535 0.719669 0.89 -0.91 -0.19
H -1.303207 -4.901827 -1.343559 0.29 -0.01 0.24
H 1.789260 0.015474 6.740560 -0.40 0.21 -0.26
C 1.055443 0.693338 6.278923 -0.40 -0.46 1.86
C 0.820760 0.284451 4.879127 -0.27 -1.03 -6.01
H 3.314412 4.835654 -0.906730 -0.10 -0.17 0.13
H 1.315068 -2.014773 -0.864079 -0.62 -0.46 -0.23
H 0.210622 1.776358 -1.032036 0.39 0.41 -0.32
H -0.121880 2.893439 1.039582 0.53 0.13 0.12
C 2.374200 4.506403 -1.379133 -0.40 0.47 0.70
H 2.756375 3.148864 1.265433 -0.47 -0.02 -0.10
H -3.516945 -0.961717 -3.552533 0.46 -0.29 0.55
C 0.489917 2.802818 -1.330589 -0.41 0.51 0.27
H -3.929165 -0.258346 -0.763427 -0.30 -1.10 -0.21
P -1.877256 -2.218721 0.486134 -0.42 0.77 0.16
C 1.793028 3.406357 0.789181 -0.39 0.06 0.17
O 1.794750 -0.262391 4.164497 -0.83 1.02 3.21
C -3.423031 -2.177962 -1.765626 0.65 -0.26 0.41
Se -1.111260 3.965481 -0.823974 0.83 -0.32 0.24
C 1.891871 3.189018 -0.752653 -0.89 -0.29 0.00
H -3.949983 -3.055018 -2.146333 -0.37 0.02 0.20
S -3.106211 -2.676508 1.952924 -0.02 -0.02 -0.08
S -1.361352 -0.264433 0.292574 -0.29 -0.84 -0.17
H 3.949413 2.623970 -1.075360 -0.72 -0.18 -0.39
H 2.789308 1.899586 -2.248069 0.01 0.31 -0.01
C -2.759823 -1.525504 -2.947828 -0.15 1.23 -1.14
O 2.592160 4.321160 -2.763864 -0.12 -0.15 -0.62
C 0.747185 -2.874777 -1.286590 1.03 -0.19 -0.78
H 1.554236 4.475111 1.006347 0.15 -0.69 -0.24
O 0.747432 2.606561 1.463680 0.51 0.72 -0.92
Sr 0.933183 0.216884 2.026064 -0.06 0.15 -1.19
H -4.634923 -1.762424 0.008500 0.40 0.50 -0.91
```
Positions in Å, forces in eV/Å.

Results
HOMO level = -1.00 eV
Kohn-Sham gap = 5.2 eV
total charge = -2
relative energy (zero: lowest compared OMol25 entry of this formula, charge and spin) = 0.00 kcal/mol

Mulliken atomic charge list, values in e, 6 entries:
1. H 0.290
2. C -1.352
3. H 0.053
4. H 0.418
5. H 0.413
6. H 0.450